Below is 4 unconnected molecules or ions with the total composition CH11N2O3 in a non-equilibrium geometry, with properties calculated with ωB97M-V with the def2-TZVPD basis set.

Calculated values
**HOMO (alpha / beta)**: -19.0 / -18.8 eV
**Energy relative to the best compared isomer or geometry (same formula, charge and spin)**: 64.66 kJ/mol
**2S+1**: 2
**E_tot**: -379.1578 a.u.
**Total charge**: +2

Last column: Löwdin spin population.
Cartesian coordinates (Å):
1 N 0.0760 -0.3561 0.1281  0.474
2 C 1.0215 0.1301 -0.6432  -0.026
3 N 0.6921 0.7849 -1.7728  0.476
4 H -0.8714 -0.5837 -0.2081  0.004
5 H 0.3639 -0.5533 1.0956  0.006
6 H 2.0900 0.1698 -0.3987  -0.003
7 H 1.5075 1.1425 -2.2819  0.008
8 H -0.2738 0.7166 -2.1758  0.007
9 H 3.8625 -0.2137 1.8764  0.000
10 H 2.6988 -0.1892 2.9243  0.000
11 O 2.9190 -0.1289 1.9984  0.016
12 H -1.7748 -1.1183 2.1147  0.001
13 H -3.1187 -0.5817 1.4385  0.000
14 O -2.1999 -0.3833 1.6599  0.039
15 H -2.7457 0.3382 -1.2841  0.000
16 H -2.2824 0.6385 -2.6293  0.000
17 O -1.9643 0.1877 -1.8421  -0.002

Atoms 1-2, force components in eV/Å:
0.6975 -0.4606 0.2869
0.3203 1.8539 -1.5275

=====

Below is 5 unconnected molecules or ions with the total composition CH11NO4 in a non-equilibrium geometry, with properties calculated with ωB97M-V with the def2-TZVPD basis set.

Calculated values
**HOMO**: -9.3 eV
**Energy relative to the best compared isomer or geometry (same formula, charge and spin)**: 775.88 kJ/mol
**E_tot**: -400.1260 a.u.

Last column: natural (NBO) charge in e.
Cartesian coordinates (Å):
1 N 1.4425 -0.9894 1.0149  -0.381
2 C 0.1811 -0.5721 1.1793  -0.432
3 O -1.6239 1.3468 -0.8871  -1.007
4 H 1.4537 -1.8996 0.6022  0.383
5 H 1.9518 -0.1405 0.4989  0.424
6 H -0.5687 -1.3128 1.4284  0.307
7 H 0.2413 0.2890 1.8388  0.258
8 H -0.1356 -0.1503 0.1151  0.414
9 H -2.2941 1.9719 -1.1854  0.479
10 H -3.3157 -0.8228 0.4721  0.446
11 O -2.3820 -0.6114 0.5557  -0.978
12 H 1.3223 0.2031 -1.2788  0.498
13 H -2.0552 0.7162 -0.1990  0.505
14 O 2.2702 0.8998 -0.2380  -0.975
15 H -0.2385 0.2573 -1.6861  0.509
16 H 3.1830 1.1373 -0.4807  0.482
17 O 0.5676 -0.3226 -1.7502  -0.932

Atoms 1-2, force components in eV/Å:
-1.4301 -0.7488 0.2833
1.0263 -0.0134 1.7943

=====

Below is 4 unconnected molecules or ions with the total composition CH11NO4 in a non-equilibrium geometry, with properties calculated with ωB97M-V with the def2-TZVPD basis set.

Calculated values
**HOMO**: -9.3 eV
**SMILES**: NCO.O.O.O
**Energy relative to the best compared isomer or geometry (same formula, charge and spin)**: 82.69 kJ/mol
**E_tot**: -400.3901 a.u.

Last column: natural (NBO) charge in e.
Cartesian coordinates (Å):
1 N -1.6350 0.9042 0.2119  -0.841
2 C -0.9661 1.6270 -0.8460  0.084
3 O 0.3588 1.9699 -0.3549  -0.755
4 H -1.0233 0.1825 0.5707  0.361
5 H -1.7981 1.5522 0.9700  0.353
6 H -0.9127 1.0850 -1.7883  0.155
7 H -1.4567 2.5831 -1.0073  0.170
8 H 0.9014 1.1759 -0.3478  0.470
9 O 0.0101 -0.6762 2.6719  -0.942
10 H -0.0013 0.2404 2.9128  0.472
11 H -0.2189 -1.1173 3.4595  0.472
12 O 1.3805 -0.7628 -1.9041  -0.969
13 H 2.3169 -0.7797 -2.0711  0.487
14 H 0.8566 -0.9899 -2.6712  0.494
15 O 0.7507 -2.6888 0.0896  -0.974
16 H 1.3040 -2.1431 -0.4869  0.486
17 H 0.1329 -2.1624 0.5912  0.477

Atoms 1-2, force components in eV/Å:
-0.6833 -0.0073 -0.7340
1.0978 0.1211 1.6095